Record 1
273
Properties=species:S:1:pos:R:3:forces:R:3 method="wB97M-V/def2-TZVPD" total_charge=-2 spin_multiplicity=1
C 12.0569 -25.3572 12.4294 0.6 -0.2 1.5
C 11.0368 -24.4528 13.1244 -0.5 -1.2 -0.7
C 11.8458 -23.4862 13.9841 0.3 -0.1 -1.0
C 10.9640 -22.4096 14.5500 0.1 -0.6 1.2
N 11.6910 -21.6107 15.6085 -1.1 -0.1 -0.3
C 12.0307 -22.4859 16.7722 -1.1 -0.3 1.1
C 12.2665 -21.5698 17.9873 1.0 1.7 -2.8
C 11.3552 -20.3579 17.5972 1.3 0.6 1.2
C 10.7000 -20.7233 16.3281 -1.3 0.2 -1.7
C 12.8957 -20.8749 15.1495 1.3 -0.5 1.0
C 12.7480 -19.6763 14.2647 -0.3 0.6 -1.8
C 13.5759 -18.4710 14.7070 -0.2 1.0 -0.4
H 11.6961 -26.1229 11.7860 -0.8 -0.6 -0.5
H 12.6276 -25.9079 13.2401 -0.1 0.7 -1.0
H 12.6811 -24.7155 11.8158 0.6 -0.2 0.1
H 10.2431 -25.0730 13.6389 1.1 1.0 -0.1
H 10.5119 -23.9031 12.3314 -0.1 0.1 0.3
H 12.5314 -22.9617 13.2637 -0.2 -0.6 0.6
H 12.4950 -24.0695 14.6698 -0.6 0.5 0.0
H 10.0433 -22.6968 15.0565 0.2 -0.8 0.3
H 10.5668 -21.8528 13.7257 0.3 1.2 -0.3
H 12.8027 -23.1352 16.5227 1.7 -0.9 -0.3
H 11.1493 -23.1148 16.9361 -0.1 0.2 -0.1
H 13.3390 -21.2171 17.9546 -1.1 -0.7 0.7
H 11.9782 -21.9785 18.9098 0.0 -0.8 1.1
H 11.9502 -19.4574 17.4784 0.3 0.2 -0.1
H 10.7125 -20.1154 18.4202 -0.8 -0.1 0.1
H 10.4279 -19.9311 15.6147 0.1 0.0 0.6
H 9.7903 -21.3299 16.4700 0.2 0.0 -0.1
H 13.7044 -21.5510 14.7922 -1.1 0.0 -0.1
H 13.3081 -20.5848 16.0997 0.4 0.6 0.3
H 11.7014 -19.3275 14.1619 0.4 -0.4 0.1
H 13.0875 -19.9021 13.2229 -0.5 -0.2 0.8
H 14.4713 -18.6924 15.2738 0.0 -0.3 0.3
H 12.9550 -17.7237 15.2093 0.1 -0.3 0.5
H 13.9399 -17.9068 13.8464 0.0 -0.2 -0.2
C 28.2028 -21.6447 17.8291 0.1 0.6 1.6
C 26.7483 -21.6420 18.3651 0.1 0.9 -2.4
C 25.7859 -22.2849 17.3547 0.2 -1.4 -0.5
C 25.1662 -21.4337 16.1962 1.2 -2.7 -0.7
N 23.7979 -21.9532 15.7424 0.9 0.6 -0.6
C 23.8407 -23.3316 15.0720 0.4 -0.3 2.2
C 22.6528 -23.3849 14.1162 0.7 -0.5 -0.8
C 22.1976 -21.9307 14.0001 0.0 -0.1 -0.2
C 23.3337 -21.1002 14.5614 -1.2 0.0 0.7
C 22.7987 -21.9657 16.8780 0.6 0.3 -0.6
C 22.9094 -20.7205 17.6932 -0.6 0.5 2.2
C 21.5988 -20.3125 18.4228 0.9 0.7 -1.2
H 28.8588 -21.2997 18.6495 -0.2 0.0 -0.3
H 28.4926 -21.0343 16.9668 -0.5 -0.2 -0.2
H 28.4519 -22.6899 17.7332 0.2 -0.4 -0.5
H 26.3440 -20.6644 18.5993 0.3 0.5 0.4
H 26.7701 -22.2737 19.2109 -0.2 -0.6 1.0
H 24.9746 -22.7440 17.9199 -0.1 0.1 0.1
H 26.3504 -23.1958 17.0300 -0.7 0.7 -0.3
H 25.7397 -21.4842 15.2300 -0.1 0.2 1.1
H 25.0817 -20.4373 16.5179 -0.4 1.3 0.1
H 23.8087 -24.0629 15.8998 -0.1 0.3 -0.5
H 24.8582 -23.4139 14.6986 -0.2 0.0 -0.7
H 21.8955 -24.1313 14.3881 0.1 0.7 0.3
H 23.0138 -23.7636 13.1492 0.0 0.2 0.1
H 21.3123 -21.7430 14.5487 -0.9 0.0 0.9
H 21.9114 -21.6615 13.0059 0.3 0.2 -0.8
H 23.0253 -20.0875 14.8897 0.3 -0.6 -0.1
H 24.1055 -21.0447 13.8133 0.8 0.1 0.1
H 23.0697 -22.7652 17.5604 -0.3 -0.5 -0.5
H 21.8581 -22.1079 16.3653 -0.6 0.0 0.5
H 23.2575 -19.8508 17.1978 0.0 0.8 -1.2
H 23.7082 -20.8350 18.4479 -0.3 -0.3 -0.1
H 20.7956 -20.2601 17.6732 0.2 0.3 0.4
H 21.8159 -19.3571 18.9378 -0.5 -0.4 -0.3
H 21.2811 -21.0057 19.1550 -0.1 -0.9 0.9
C 21.8542 -26.4974 7.5515 0.0 -1.7 -0.9
C 20.4589 -27.0986 7.4422 0.5 -0.9 0.7
C 20.1022 -27.9355 8.7254 -0.3 0.0 -1.5
C 20.1550 -27.2450 10.0533 -1.3 1.0 1.5
N 19.5728 -28.1217 11.2279 1.5 -0.7 -1.5
C 18.1172 -28.6012 10.9581 1.3 -1.1 -1.2
C 17.3115 -28.5129 12.2417 -0.4 0.0 -0.5
C 18.3766 -28.1873 13.2344 0.2 1.2 1.0
C 19.4050 -27.3890 12.4748 -1.2 1.1 0.2
C 20.5435 -29.3502 11.3587 -1.2 0.2 3.0
C 22.0249 -29.1437 11.8048 -0.9 1.6 -2.3
C 22.5841 -30.1969 12.6498 0.1 -2.5 0.2
H 21.8580 -25.6056 8.0549 -0.1 2.5 1.1
H 22.3159 -26.3679 6.5797 0.1 0.2 -0.2
H 22.5153 -27.1240 8.1412 0.1 -0.5 0.0
H 20.5077 -27.8259 6.6023 -0.5 0.4 0.5
H 19.6906 -26.3522 7.2370 0.0 0.0 0.0
H 20.8384 -28.7216 8.7619 0.1 -0.7 -0.3
H 19.1018 -28.3456 8.4844 0.5 0.0 0.6
H 19.4928 -26.3530 10.0626 0.3 -0.5 0.0
H 21.1649 -26.9731 10.4002 -0.3 -0.2 -0.3
H 18.3000 -29.6588 10.6996 -0.6 0.5 -0.4
H 17.8051 -27.9430 10.1440 -0.5 -0.4 0.2
H 16.8321 -29.4471 12.5033 0.0 -0.4 -0.2
H 16.4852 -27.8084 12.1437 0.4 0.5 0.0
H 18.8298 -29.0472 13.6629 0.5 -0.9 0.3
H 18.0549 -27.6168 14.0931 -0.3 0.3 0.3
H 20.2746 -27.2285 13.0334 1.6 -0.2 0.6
H 18.9764 -26.4161 12.2025 0.0 -0.2 -0.1
H 20.3927 -29.8830 10.4515 0.3 -0.4 -0.8
H 20.0681 -29.9573 12.1644 0.2 0.3 -0.5
H 22.1920 -28.2478 12.3747 -0.5 0.7 0.0
H 22.5440 -29.0278 10.8633 0.7 0.1 -0.3
H 21.9285 -30.2091 13.4988 -0.1 -0.3 0.9
H 23.6038 -30.0089 13.0009 -0.2 0.2 -0.2
H 22.5627 -31.2045 12.1729 0.1 0.5 0.2
C 16.1746 -13.9958 21.1716 0.6 1.9 -0.9
C 16.0494 -15.4731 21.3156 0.4 -0.2 1.2
C 16.7984 -16.2574 20.2857 -0.5 -2.1 0.3
C 16.2710 -17.7243 20.4531 1.0 -0.6 0.3
N 16.7380 -18.7240 19.3766 1.1 0.2 1.6
C 16.0094 -20.0414 19.5885 1.5 0.2 -1.4
C 16.8434 -21.0684 18.8137 -1.4 -1.1 -0.9
C 18.2227 -20.4768 18.7034 1.1 1.0 0.6
C 18.2118 -19.1053 19.5018 0.2 -1.8 0.9
C 16.5029 -18.2592 18.0564 -2.8 1.1 -1.9
H 16.0328 -13.6585 20.0846 -0.2 -0.5 1.3
H 17.2126 -13.6314 21.3786 -0.8 -0.2 0.3
H 15.4093 -13.4773 21.8056 0.9 -0.2 -0.5
H 15.0055 -15.6764 21.2760 -1.1 -0.5 -0.3
H 16.3631 -15.8505 22.3102 0.1 0.4 -0.4
H 17.8719 -16.2442 20.5222 -0.3 0.0 -0.4
H 16.5094 -15.9224 19.2966 0.3 0.3 -0.4
H 15.1794 -17.7736 20.4254 0.0 0.2 -0.3
H 16.6113 -18.2040 21.4122 -0.1 0.9 -0.8
H 15.0224 -19.9664 19.1566 -0.5 0.1 0.7
H 16.1506 -20.1829 20.6273 -0.8 -0.4 1.0
H 16.4132 -21.2790 17.7991 0.2 0.5 0.8
H 16.7358 -22.0861 19.2902 0.3 1.3 -0.2
H 18.6233 -20.2771 17.7052 -0.6 -0.3 -0.1
H 18.8831 -21.2095 19.1334 0.8 0.1 0.4
H 18.9298 -18.3733 19.0984 -0.8 0.0 0.0
H 18.4515 -19.2184 20.5990 -0.4 0.2 -1.0
H 17.2397 -17.5789 17.6739 0.5 0.2 0.0
H 15.5119 -17.7176 18.0805 0.9 -0.4 -0.2
H 16.3487 -19.0833 17.3587 0.5 0.0 0.1
C 20.1694 -25.5486 20.8194 1.3 -0.7 1.4
C 19.2913 -24.6067 20.0992 -1.4 -0.2 -1.2
C 18.7049 -25.2980 18.8379 -1.6 0.2 -0.1
C 17.8125 -24.2507 18.0746 0.8 -0.5 0.5
N 17.7447 -24.5183 16.5716 -1.0 1.3 -1.7
C 17.0046 -23.3673 15.8432 0.7 1.4 2.3
C 15.5378 -23.5284 16.2168 -0.5 1.6 -0.7
C 15.3397 -24.9546 16.5421 0.2 -3.6 0.3
C 16.7697 -25.6075 16.2668 -1.0 0.6 0.6
C 19.0229 -24.6932 15.7684 0.1 -1.9 1.7
H 20.7405 -24.9848 21.6146 -0.4 -0.9 -0.7
H 20.8511 -26.0730 20.1286 0.1 0.5 0.3
H 19.5989 -26.3788 21.2896 0.2 0.7 -0.1
H 19.7775 -23.6870 19.7849 0.5 0.0 -0.1
H 18.4894 -24.2626 20.7526 -0.3 -0.1 0.0
H 18.0378 -26.1756 19.1240 1.1 0.8 -0.3
H 19.5353 -25.6312 18.1888 -0.4 0.0 0.4
H 18.3589 -23.3023 18.2392 -0.7 -0.2 -0.6
H 16.7479 -24.1961 18.4876 1.3 0.1 -0.6
H 17.2037 -23.4036 14.7948 0.1 -0.4 -0.5
H 17.4983 -22.4407 16.2283 -0.5 -0.6 -0.4
H 14.8736 -23.1562 15.4033 0.6 -0.4 0.3
H 15.2810 -22.9358 17.0814 0.0 0.2 0.5
H 14.6056 -25.5209 15.9225 0.5 0.6 0.0
H 14.9918 -25.1903 17.5740 0.5 0.7 -0.4
H 16.8697 -25.7681 15.1927 0.0 -0.5 0.1
H 17.0359 -26.4525 16.8866 -0.2 -0.5 -0.2
H 19.6367 -23.7968 15.8000 0.1 0.0 0.4
H 18.7382 -24.8863 14.7577 -0.4 0.2 -0.8
H 19.4824 -25.6742 16.0796 0.0 1.4 0.0
C 22.1351 -28.2382 15.4572 2.0 -1.1 0.6
O 21.8745 -28.1210 16.8750 -0.8 -0.5 0.1
O 21.2049 -28.6549 14.6706 -0.9 0.0 0.0
C 22.5421 -26.7843 15.1575 -0.4 -2.5 0.8
F 21.3794 -26.1233 15.0092 0.5 1.2 -0.4
F 23.2724 -26.1869 16.1347 -0.2 0.2 -1.3
F 23.2115 -26.8400 13.9857 0.3 1.5 0.0
C 21.7320 -29.3934 17.4661 0.9 -0.2 -2.3
C 21.4261 -29.2543 18.9057 -0.4 -0.1 0.7
H 21.7114 -30.2078 19.3353 -0.4 -0.2 0.6
H 22.0007 -28.4862 19.4432 0.0 -0.1 -0.5
H 20.3483 -29.0359 19.0267 0.5 -0.2 0.2
H 22.6713 -29.9500 17.2086 -0.1 0.3 0.8
H 21.0068 -30.0073 16.8846 -0.2 0.5 0.6
H 23.1238 -28.9315 15.3965 -1.1 1.3 0.2
C 17.5271 -24.7410 9.8563 2.3 1.5 -0.1
O 17.2486 -23.7114 10.8641 0.8 0.5 -0.9
O 17.5124 -25.9645 10.2624 -0.6 -0.5 0.0
C 16.6272 -24.3990 8.6743 -1.3 0.7 0.5
F 17.0501 -25.0597 7.5909 -0.3 -0.3 -0.4
F 15.3450 -24.7279 8.9633 0.0 -0.5 -0.5
F 16.5340 -23.0837 8.3052 0.7 -0.5 0.3
C 16.9683 -24.1822 12.1481 -3.2 0.2 -3.0
C 15.4302 -24.3785 12.1828 1.2 -1.7 2.6
H 15.0730 -25.3356 11.7512 0.6 0.3 0.3
H 15.2478 -24.3766 13.2917 -0.9 0.0 -0.8
H 14.8952 -23.6406 11.6622 -0.5 1.5 -0.4
H 17.3164 -23.4751 12.8242 0.5 1.3 1.2
H 17.4151 -25.1031 12.2541 1.1 -2.2 0.7
H 18.5621 -24.4133 9.4365 -0.6 -0.1 0.3
C 14.7035 -23.8887 20.4605 -0.3 0.4 -1.7
O 13.8569 -25.1744 20.4736 0.0 1.3 -0.2
O 14.7711 -23.2849 19.2767 -0.3 -0.4 0.6
C 14.2270 -22.9300 21.6008 0.0 -1.7 -1.0
F 14.5420 -23.4707 22.7654 0.5 -0.3 1.4
F 14.7540 -21.7115 21.5632 0.6 0.6 -0.2
F 12.9194 -22.7669 21.6160 -1.7 0.4 -0.2
C 12.5549 -25.0738 19.8334 1.1 -0.3 0.3
C 12.1873 -26.3941 19.1733 0.8 -0.5 -0.6
H 12.1771 -27.2169 19.9121 0.4 0.3 -0.4
H 11.1820 -26.3781 18.7650 -0.3 0.3 -0.1
H 12.8659 -26.6424 18.3006 -0.5 0.2 1.1
H 12.5277 -24.2400 19.1435 0.3 0.1 -0.4
H 11.8161 -24.8552 20.5779 -0.5 0.1 0.7
H 15.6866 -24.2281 20.8101 0.1 -0.6 0.3
C 19.3067 -20.3974 14.9810 -0.5 0.6 -1.9
O 19.3174 -19.0300 15.5185 1.2 -0.2 0.9
O 19.6459 -21.3944 15.7256 0.0 0.2 0.2
C 17.8480 -20.2914 14.4649 -1.2 -1.2 -0.8
F 17.7042 -19.3432 13.5863 0.2 3.1 -0.7
F 17.4329 -21.3130 13.6738 0.2 -1.9 0.9
F 16.8555 -20.1070 15.3971 0.5 -0.3 0.1
C 20.6291 -18.5007 15.5917 0.2 -0.4 1.0
C 20.6230 -17.3301 16.5843 2.0 0.7 -1.2
H 19.8530 -16.5715 16.5314 -0.4 -0.1 -0.7
H 20.5419 -17.7311 17.5416 -0.1 -0.8 1.8
H 21.6199 -16.7828 16.5633 -1.1 -0.6 -0.1
H 20.9556 -18.2222 14.6013 0.1 0.4 -0.6
H 21.3899 -19.2910 15.9529 -1.2 1.1 -0.4
H 19.8458 -20.2777 13.9335 -0.2 -0.3 1.3
C 27.6038 -25.1374 19.4156 3.7 0.2 0.0
O 27.7085 -26.5845 19.4182 -0.3 -0.4 -0.9
O 26.6349 -24.5248 18.9003 -1.7 0.1 -0.6
C 27.9001 -24.7800 20.8867 1.8 1.2 0.1
F 26.8596 -24.6164 21.6435 -1.8 0.1 0.9
F 28.7541 -25.5495 21.5982 0.1 -0.6 -0.4
F 28.5556 -23.5443 20.8852 -0.4 -0.1 -0.2
C 27.9546 -27.0322 18.0999 -0.1 -0.8 0.0
C 26.7390 -27.7553 17.5144 -0.1 -0.3 -0.4
H 26.3053 -28.3953 18.3271 0.5 0.3 -0.8
H 25.9227 -27.0378 17.2303 0.8 -0.8 -0.1
H 27.1542 -28.4178 16.6602 -1.2 1.0 1.1
H 28.7539 -27.8064 18.0842 0.0 0.5 0.5
H 28.3110 -26.1934 17.4693 -0.3 -0.3 0.2
H 28.6554 -24.8567 18.9203 -0.9 -0.2 0.5
C 7.4248 -23.4654 15.7776 -0.5 1.0 0.1
O 7.4389 -24.9645 15.6108 0.1 0.3 0.2
O 8.3115 -22.8095 16.4848 0.4 -1.3 -0.4
C 7.5243 -22.9151 14.2129 -0.3 -0.9 0.8
F 8.2469 -23.7797 13.4414 -0.2 0.5 0.2
F 6.3639 -22.7205 13.5422 -0.1 -0.1 0.3
F 8.1677 -21.7260 14.1603 -0.1 0.0 -0.1
C 8.6041 -25.6749 15.9894 0.1 1.5 0.8
C 8.3021 -26.7461 17.0693 2.4 1.4 -1.4
H 8.0226 -26.2508 17.9558 -1.1 0.4 1.0
H 7.6611 -27.4914 16.6922 -1.0 -0.8 -0.1
H 9.2781 -27.1665 17.3194 0.0 -0.5 -0.1
H 9.2784 -24.8725 16.4148 -0.2 -1.0 -0.2
H 9.0849 -26.1024 15.1006 -0.1 -0.1 0.1
H 6.3940 -23.3432 16.2364 0.4 0.0 -1.2
C 19.2741 -17.6126 23.1367 1.4 -0.2 -2.3
O 19.5305 -19.0546 23.2637 -0.5 0.1 0.6
O 18.3260 -17.3513 22.2829 0.2 -0.3 -0.2
C 18.9811 -16.9531 24.4055 -0.8 -0.3 3.7
F 17.7138 -17.1260 24.9270 1.2 -0.1 -0.6
F 19.8524 -17.3771 25.4237 -0.7 0.5 -0.7
F 19.1492 -15.6355 24.2932 0.1 0.4 0.1
C 20.8622 -19.4856 23.4283 1.0 0.3 0.2
C 21.6565 -19.2745 22.1404 0.3 0.7 -1.1
H 22.0937 -20.1367 21.5766 0.1 0.4 1.1
H 20.8629 -18.9720 21.4798 -0.3 0.4 -0.7
H 22.3432 -18.3902 22.1786 -0.3 -1.0 0.0
H 20.8599 -20.5385 23.6690 -0.4 -0.3 0.2
H 21.3867 -18.9834 24.2597 -0.4 -0.1 -0.1
H 20.3046 -17.1054 22.9149 -0.7 -0.8 -0.1



Record 2
5
Properties=species:S:1:pos:R:3:forces:R:3 method="wB97M-V/def2-TZVPD" smiles=C#CC#N total_charge=0 spin_multiplicity=1
C -1.8514 -0.0480 0.0007 0.2 0.5 0.1
C -0.6570 0.0297 -0.0174 1.7 -0.2 0.1
C 0.7681 0.0320 0.0001 -2.9 -0.1 -0.1
N 1.9063 -0.0238 0.0068 1.2 0.1 0.0
H -2.9020 0.0849 0.0521 -0.2 -0.3 -0.1



Record 3
20
Properties=species:S:1:pos:R:3:forces:R:3 method="wB97M-V/def2-TZVPD" total_charge=0 spin_multiplicity=1
C -0.0787 -0.5632 -1.9887 -2.4 -2.3 6.5
C 1.9102 -0.7685 0.2365 0.2 -3.5 1.5
C -0.0057 1.6715 0.2107 -1.1 -2.5 -0.5
C -1.7293 0.0389 1.1502 1.5 0.7 -3.1
C 0.4281 -0.9552 0.1719 -1.0 4.2 -3.3
C -0.2265 0.2289 0.8718 -1.5 0.8 -1.4
N -1.0391 -1.3938 -2.6028 -0.7 0.5 -0.5
N -1.4093 -0.2267 -2.3805 0.0 -0.8 -0.2
H 0.7444 -0.2085 -2.3746 4.1 1.8 -2.6
H 2.2481 0.1934 0.1040 0.3 2.3 -1.3
H 2.3630 -0.8973 1.2796 -0.9 -0.7 -1.0
H 2.3481 -1.4950 -0.4436 0.7 0.2 0.1
H 0.9835 1.8973 0.2740 3.1 0.7 0.5
H -0.1354 1.6907 -0.9021 -0.8 -0.1 1.1
H -0.4972 2.4582 0.7558 -0.7 0.2 -0.1
H -2.1336 -0.2665 0.1493 -0.6 0.6 1.1
H -1.9995 1.0106 1.5428 -1.1 -0.2 0.0
H -1.7749 -0.7507 1.8208 -0.8 -1.4 1.4
H -0.1341 -1.8453 0.2656 0.2 -1.2 0.3
H 0.1380 0.1814 1.8592 1.3 0.6 1.4



Across the entries above, orbital gap takes the values 6.7, 11.9, 9.1 eV, respectively.
Across the entries above, HOMO energy takes the values -0.145, -0.417, -0.315 Eh, respectively.